# C26H35ClFN3O

A cluster of 2 separate species, C26H35ClFN3O in total (ωB97M-V with the def2-TZVPD basis set, the OMol25 dataset).

Spin multiplicity: 1
E_tot, eV: -49271.0674
Net charge: +2
Highest occupied orbital energy, eV: -13.0

XYZ file:
```
67
C26H35ClFN3O ωB97M-V with the def2-TZVPD basis set
H -3.490 -2.201 -0.755
H 0.039 2.612 0.507
C 3.939 -0.246 -0.782
C 1.948 -1.173 -2.466
H -3.183 -3.120 -2.248
H -0.559 0.660 -0.666
C 1.845 -1.389 -1.081
H -4.097 -4.131 0.375
C -1.781 -1.202 -3.333
C -2.017 1.152 -3.786
H -0.261 4.355 2.020
H -0.150 -4.611 -0.584
N -0.338 3.068 3.703
C -0.509 4.122 4.718
C -3.448 -4.352 -0.480
H -1.221 2.476 -2.258
H 1.013 -3.226 -0.395
C 0.556 1.989 4.322
H -1.695 0.283 2.712
C -0.628 -2.162 -1.440
H 1.349 3.998 2.777
C -2.951 -3.072 -1.181
H 3.776 2.049 -4.009
H 2.974 -0.200 -4.100
C 2.973 -0.429 -3.027
C 4.745 1.550 -3.889
C -0.963 0.426 -1.678
Cl -1.523 5.428 4.151
C -1.032 -4.183 -0.084
C -2.219 -5.136 -0.006
C -1.406 1.443 -2.544
C 0.618 -2.162 -0.573
O 4.889 0.983 -2.566
H -2.286 3.170 2.891
H -2.291 -5.525 1.015
C -1.373 1.267 2.307
H 4.850 0.775 -4.657
H 5.548 2.285 -3.978
H 4.740 0.153 -0.146
H 0.029 1.607 5.213
C 0.788 0.839 3.313
H 0.350 -0.119 3.698
H 1.686 2.295 1.234
H -2.656 -0.446 -5.138
H 1.515 2.473 4.588
H 0.475 4.521 4.972
C 2.869 -0.932 -0.241
H -2.080 1.977 4.239
C 3.915 0.139 -2.132
F 0.123 -1.815 0.722
C -1.661 2.376 3.304
C 0.379 3.583 2.458
H -0.979 3.674 5.591
C -1.113 -0.935 -2.132
H 1.112 -1.459 -3.093
C 0.605 2.447 1.452
H 2.798 -1.067 0.840
N 0.091 1.227 2.059
H -1.877 1.470 1.343
H -1.971 -5.978 -0.657
H -4.041 -4.963 -1.167
N -1.488 -3.089 -1.010
H 1.878 0.726 3.102
H -2.247 1.982 -4.485
C -2.204 -0.175 -4.181
H -0.763 -3.825 0.939
H -1.910 -2.256 -3.620
```

# C26H35FN3S4Y

A structure of composition C26H35FN3S4Y (ωB97M-V with the def2-TZVPD basis set, the OMol25 dataset).

Spin multiplicity: 1
E_tot, eV: -79102.7860
Highest occupied orbital energy, eV: -5.6

XYZ file:
```
70
C26H35FN3S4Y ωB97M-V with the def2-TZVPD basis set
N -0.138 -1.263 1.885
C -1.786 -2.325 -1.623
C 5.016 -0.298 1.931
H -2.784 1.755 -3.043
C -1.196 -3.203 2.912
H 2.043 -2.375 0.297
C -2.046 1.502 4.081
C 3.017 1.109 1.833
S -0.911 2.069 -1.571
H 1.841 1.073 3.632
F 5.491 -1.530 3.887
H 1.975 2.715 -1.849
C 1.024 -4.730 2.232
H 0.472 -2.333 -3.692
C -1.158 -4.564 3.188
H -0.043 -6.403 3.069
H 2.622 2.546 0.312
H -1.852 0.269 -2.825
C -2.351 -2.369 3.390
H -2.631 3.628 4.226
H 4.454 0.887 0.248
H -4.067 0.075 -1.720
H -2.040 -1.712 4.211
C -3.279 0.668 -1.251
H -0.244 -0.740 -3.457
C -0.113 -2.575 2.233
H -1.033 -0.152 2.941
H -0.065 1.339 -3.683
C 3.557 -0.178 3.840
C -2.602 -1.980 -0.386
C -2.279 1.126 -2.308
Y 0.296 0.275 0.603
C 1.022 -3.377 1.927
H -1.379 3.716 1.785
C 2.734 0.695 3.146
C 1.876 -0.863 -3.006
H 5.916 -0.690 1.474
H 1.904 -5.317 1.989
S -2.575 -0.253 0.144
H -1.876 -3.393 -1.823
H 0.123 3.074 -3.486
H 2.320 2.071 -3.450
H -2.740 -1.713 2.605
H -2.374 0.997 4.974
H -3.759 1.536 -0.797
H 2.592 -1.648 -2.756
H -3.165 -2.992 3.762
H -2.005 -5.016 3.696
C 4.184 0.581 1.252
C -1.529 2.875 2.442
S 2.173 0.411 -1.751
C 0.233 2.114 -2.979
N -1.070 1.673 2.106
H 3.071 -3.423 1.271
H 1.589 2.692 1.744
C 4.687 -0.665 3.218
H -2.146 -1.789 -2.502
C 1.688 1.947 -2.568
C -0.062 -5.345 2.843
C -2.164 2.824 3.686
H 2.156 -0.471 -3.986
H -2.207 -2.508 0.488
C 2.232 -2.727 1.318
H -3.638 -2.289 -0.533
H 3.323 -0.492 4.848
C 0.471 -1.452 -3.048
H 2.537 -1.858 1.904
N -1.393 0.849 3.118
S -0.035 -1.931 -1.377
C 2.088 1.979 1.080
```

# C26H35FN3S4Y

A structure of composition C26H35FN3S4Y (ωB97M-V with the def2-TZVPD basis set, the OMol25 dataset).

Spin multiplicity: 1
E_tot, eV: -79102.9562
Highest occupied orbital energy, eV: -6.0

XYZ file:
```
70
C26H35FN3S4Y ωB97M-V with the def2-TZVPD basis set
H -1.046 -0.025 5.037
H 0.253 -4.127 -1.316
C 1.010 -3.279 3.224
H 3.341 -4.995 5.013
H -2.117 1.272 -2.676
H 3.729 1.735 0.936
S -1.486 2.109 -0.514
C 2.763 2.821 -0.615
C -0.823 0.646 4.225
C -1.235 -2.685 -0.747
H 1.784 -1.657 -3.702
H -0.924 -0.656 -2.698
H -1.519 2.675 4.771
C -2.917 1.071 -0.116
S 0.917 0.890 -2.587
H -3.821 1.542 -0.505
C 3.043 3.276 -1.917
H 0.903 -4.900 4.608
C 1.301 4.774 -0.363
N 1.315 -1.432 1.666
S -1.415 -1.157 0.210
H -1.873 -3.456 -0.312
C 2.927 -4.264 4.331
C 0.885 -1.770 -3.096
S 1.461 -2.074 -1.399
H -0.906 -2.317 2.873
H 1.648 3.316 1.158
C 3.310 1.577 -0.065
C 1.869 3.608 0.135
H -0.990 -3.831 3.784
H -0.727 -3.848 2.048
N -0.221 0.210 3.121
N -0.015 1.212 2.248
H 0.252 -0.694 2.760
C 0.009 -0.531 -3.243
H -2.978 1.103 0.975
H 4.079 1.137 -0.701
C -1.052 2.005 4.070
C 4.169 -1.494 2.067
H -0.506 3.250 2.292
H -1.586 -2.502 -1.765
C -0.477 -3.313 2.972
C -0.210 2.251 -2.953
H 0.360 -2.658 -3.451
H 5.208 -1.697 2.330
H -2.752 -0.436 -1.676
H -2.172 3.030 -2.627
H 0.625 5.374 0.233
Y 1.274 0.230 0.423
H -0.216 -0.357 -4.298
H 0.318 3.135 -2.593
H 4.825 -3.410 3.816
C 3.242 -2.432 2.779
C 1.836 -2.343 2.541
F 1.078 6.313 -2.142
H 3.950 -0.452 2.326
C 1.564 -4.204 4.100
H -3.753 -0.894 -0.302
H -0.304 2.347 -4.036
C 3.753 -3.373 3.656
H 4.069 -1.571 0.979
H 0.549 -3.374 0.269
C 0.202 -3.195 -0.749
C -1.590 2.159 -2.322
C 2.493 4.441 -2.427
C -2.835 -0.377 -0.589
C 1.624 5.175 -1.642
C -0.531 2.306 2.813
H 3.735 2.708 -2.529
H 2.737 4.791 -3.423
```

# C26H35N4O4

The ion C26H35N4O4 with charge +1 (ωB97M-V with the def2-TZVPD basis set, the OMol25 dataset).

Spin multiplicity: 1
SMILES: CCOC(=O)Nc1ccc2c(c1)N(C(=O)CCN1CC[NH+](CCO)CC1)c1ccccc1CC2
E_tot, eV: -41676.5652
Net charge: +1
Highest occupied orbital energy, eV: -10.9

XYZ file:
```
69
C26H35N4O4 ωB97M-V with the def2-TZVPD basis set
H -5.378 -1.764 -3.684
H 0.186 4.791 0.126
O -3.224 -0.020 3.383
C 4.560 -0.289 -2.458
H 6.637 -0.725 -2.203
N -0.137 2.964 -0.805
H -4.183 0.075 3.343
H 2.448 0.088 -2.403
H -2.665 0.981 -0.517
C -1.552 3.781 0.967
C 1.398 -1.436 0.610
H -1.214 4.761 -0.956
H 1.695 3.777 -1.429
H 5.138 -0.957 2.264
N 1.999 -0.199 0.221
H -3.766 2.170 1.717
H -0.891 1.834 0.978
C -2.644 0.346 2.163
H 1.340 2.146 -2.001
H 4.635 -0.156 -3.525
C 2.063 -2.378 1.390
H 3.384 -2.447 3.040
H 2.010 2.955 0.871
H -2.437 2.346 2.881
H -0.384 -4.741 1.444
C 0.111 -1.672 0.137
H 6.459 -1.065 0.228
C -4.850 -2.327 -1.684
H 3.589 -0.107 2.215
H -1.591 0.062 2.235
H -2.487 4.345 0.951
O -2.599 -1.116 -0.813
C -2.329 2.016 -0.484
C 1.409 0.959 0.531
N -1.846 2.338 0.873
H 4.067 -3.043 1.533
H -2.153 -4.087 0.093
C 4.171 -0.912 1.761
H -4.391 -3.228 -3.585
C -2.738 1.869 1.944
C 3.334 -0.144 -1.831
N -1.833 -3.136 -0.036
C -4.545 -2.234 -3.171
H -3.648 -1.641 -3.335
C 1.381 -3.564 1.666
C 4.364 -0.658 0.298
H -1.525 2.708 -2.386
C 1.248 2.818 -1.145
C 3.247 -0.316 -0.459
H 1.876 -4.313 2.265
H -0.756 1.236 -1.759
H -3.166 2.677 -0.722
O 0.365 0.984 1.197
H -1.051 3.962 1.919
C 3.451 -2.249 1.967
C 2.048 2.239 0.049
C -1.159 2.208 -1.474
C -2.727 -2.310 -0.636
H -4.972 -1.327 -1.255
H 3.084 2.084 -0.244
H -0.377 -0.927 -0.469
C 5.682 -0.612 -1.714
H -3.097 -0.198 1.328
C 5.584 -0.802 -0.346
C -0.550 -2.851 0.436
H -5.749 -2.919 -1.503
O -3.815 -3.015 -0.977
C 0.107 -3.809 1.207
C -0.640 4.174 -0.222
```

HOMO-LUMO gap across the listed records, respectively: 6.55; 5.46; 5.95; 9.09 eV.
Max |F| across the listed records, respectively: 3.85; 0.20; 0.72; 0.84 eV/Å.
Relative energy (zero: lowest compared OMol25 entry of this formula, charge and spin) across the listed records, respectively: 7.7; 39.6; 35.7; 3.7 kcal/mol.